# C3H14N2O3

4 unconnected molecules or ions with the total composition C3H14N2O3 in a non-equilibrium geometry (ωB97M-V with the def2-TZVPD basis set, the Open Molecules 2025 dataset).

Summary:
* relative energy (zero: lowest compared OMol25 entry of this formula, charge and spin): 70.03 kcal per mole
* DFT total energy: -12458.1212 eV
* lowest unoccupied orbital energy: -0.244 eV
* SMILES string: CC/N=C\N.O.O.O

ORCA input file:
```
! wB97M-V def2-TZVPD RIJCOSX def2/J DEFGRID3
* xyz 0 1
C -0.3465 -0.1268 2.2067
C -0.3793 -1.5285 1.6823
N -1.3738 -1.8753 0.6743
C -1.0475 -1.7823 -0.5541
N 0.1357 -1.3163 -1.2989
H 0.2853 -0.1517 3.0768
H -1.2615 0.4923 2.4709
H 0.0529 0.5781 1.3868
H -0.7727 -2.0486 2.5720
H 0.6869 -1.5851 1.1961
H -1.8676 -2.3224 -1.1133
H -0.1708 -0.3521 -1.9470
H 0.7336 -0.8564 -0.5554
O 2.5265 0.6048 -2.5151
H 1.7545 0.5749 -3.1521
H 2.1539 0.1109 -1.7299
O 1.7167 2.2740 0.5544
H 0.7931 2.2166 0.4222
H 1.9640 2.3044 -0.3765
O -1.9431 1.3490 -0.7143
H -1.6563 2.2600 -0.6273
H -1.9841 1.1805 -1.6589
*
```

***

# C2H40O20

19 unconnected molecules or ions with the total composition C2H40O20 in a non-equilibrium geometry (ωB97M-V with the def2-TZVPD basis set, the Open Molecules 2025 dataset).

Summary:
* relative energy (zero: lowest compared OMol25 entry of this formula, charge and spin): 53.18 kcal per mole
* DFT total energy: -43673.7892 eV
* lowest unoccupied orbital energy: 4.280 eV

ORCA input file:
```
! wB97M-V def2-TZVPD RIJCOSX def2/J DEFGRID3
* xyz -2 1
O 1.4775 1.1174 -0.4902
C 0.2794 0.4472 -0.4706
C -0.4270 0.3569 0.8116
O -1.7930 0.1498 0.8902
H 0.4397 -0.5264 -0.7781
H -0.2942 0.8520 -1.3238
H -0.3195 1.3745 1.3065
H 0.0007 -0.3351 1.5336
O 1.0843 -3.3774 -1.3970
H 1.4883 -3.9660 -1.9599
H 1.5259 -3.7574 -0.6432
O -0.8689 1.0665 -3.5929
H -0.5297 1.8101 -4.0304
H -0.5039 1.1404 -2.7531
O -2.2309 -1.2898 3.0094
H -1.4414 -1.8648 3.0379
H -2.0443 -0.6366 2.3177
O 0.1249 0.8453 3.8984
H 0.4261 1.3023 3.0866
H -0.6295 0.3155 3.7026
O -2.6255 -0.4657 -1.4851
H -2.0666 -1.0778 -1.8750
H -2.4213 -0.2929 -0.5585
O 4.4293 1.4530 -1.2914
H 3.5169 1.2617 -1.0964
H 4.8638 1.7755 -0.5140
O 1.9518 -1.8284 1.6544
H 2.5163 -1.1587 2.0321
H 1.2836 -1.2732 1.2408
O -1.3623 -2.6882 0.2231
H -2.1969 -2.8311 0.6333
H -1.1897 -1.7356 0.3797
O -1.0220 -2.4707 -2.9285
H -0.5115 -1.6940 -3.0464
H -0.5913 -2.8160 -2.1066
O 0.7185 3.6673 0.1991
H 0.1900 3.6709 1.0236
H 0.9313 2.7709 -0.0589
O 1.6592 2.6578 -2.5635
H 1.5657 2.0431 -1.7968
H 0.8298 3.0029 -2.9495
O -2.4253 2.0833 2.7660
H -2.3970 1.5565 1.9993
H -1.6793 2.6195 2.8879
O -0.0261 -3.0267 3.0363
H -0.0224 -3.7397 2.3656
H 0.5557 -2.3585 2.6247
O 2.7379 -1.1573 -1.2707
H 2.2421 -1.9143 -1.5309
H 2.0437 -0.5362 -1.0058
O -4.6790 -0.2200 1.2526
H -3.8023 0.1584 1.1806
H -5.2331 0.1776 0.5452
O -2.6101 2.4084 -0.1578
H -2.1063 1.6672 0.1361
H -2.2693 3.2046 0.2347
O 1.3483 -0.8406 -3.5672
H 2.0006 -0.4056 -4.1296
H 1.8052 -0.9806 -2.7447
O 2.6603 1.4968 1.7600
H 2.0942 1.3041 0.9813
H 3.5288 1.5079 1.3655
*
```

***

| no. | frontier orbital gap (eV) |
| --- | --- |
| 1 | 9.26 |
| 2 | 7.67 |